[1]
Molecular formula: C36H44LaN3P
Method: DFT, ωB97M-V/def2-TZVPD

```
! wB97M-V def2-TZVPD RIJCOSX def2/J DEFGRID3
* xyz -1 1
La -0.411 0.190 0.189
P 2.511 -0.165 1.108
N -1.193 1.614 1.927
N -1.407 2.434 -2.082
N -2.652 2.728 -0.332
C -0.996 1.188 4.274
C -2.507 3.182 -2.478
C 2.562 -1.278 3.663
C -2.422 2.228 2.075
C 3.051 -1.410 2.347
C -2.234 1.815 4.472
C 3.890 -3.181 4.369
C -1.491 2.073 -0.744
C -0.486 1.132 2.981
C 1.006 2.247 -2.383
C -2.943 2.335 3.401
C 4.389 -3.306 3.067
C 1.897 1.069 -4.325
C 3.567 1.248 1.606
C -1.601 -1.959 -2.572
C 3.086 0.565 -5.090
C -0.515 1.381 -4.104
C 1.252 3.018 -1.117
C -3.375 -1.208 2.196
C -3.131 2.696 0.953
C -0.294 2.061 -2.892
C 3.987 -2.421 2.061
C 0.406 -3.316 -0.556
C -1.899 1.129 -4.621
C -0.645 -2.804 2.398
C -1.248 -2.261 1.152
C 3.354 -0.740 -0.410
C -3.281 3.376 -1.412
C -1.693 -1.887 -1.087
C 0.593 0.869 -4.793
C -0.776 -2.496 -0.176
C -2.466 -1.517 1.062
C -3.998 -0.712 -0.871
C 2.961 -2.170 4.657
C 2.085 1.751 -3.122
C -2.745 -1.293 -0.322
H 3.155 -0.057 -1.250
H 2.815 0.300 -6.116
H 1.874 -0.462 3.908
H -1.634 -2.999 -2.936
H -2.822 -0.907 3.095
H 1.069 4.097 -1.253
H -1.899 0.242 -5.270
H -4.419 0.046 -0.198
H -2.645 1.887 5.480
H -4.070 -0.398 1.944
H -3.917 2.812 3.512
H -2.277 1.970 -5.227
H 0.864 -2.951 -1.486
H 0.137 -4.374 -0.727
H 2.999 -1.744 -0.687
H -3.982 -2.089 2.465
H -4.179 3.946 -1.278
H -4.770 -1.488 -1.016
H -2.608 3.523 -3.491
H 5.108 -4.094 2.822
H 4.417 -2.520 1.061
H 3.252 1.629 2.588
H 0.449 -2.874 2.326
H -1.021 -3.817 2.621
H 2.294 2.905 -0.793
H 4.233 -3.855 5.156
H -0.662 -1.522 -2.947
H 4.618 0.926 1.667
H -2.428 -1.425 -3.053
H -4.097 3.176 1.113
H 3.521 -0.326 -4.615
H 3.106 1.914 -2.762
H 3.876 1.324 -5.131
H -2.626 0.940 -3.817
H 0.602 2.717 -0.265
H -3.832 -0.237 -1.849
H 3.478 2.063 0.875
H 0.537 0.786 2.757
H 0.434 0.302 -5.715
H -0.427 0.746 5.090
H 2.554 -2.068 5.663
H 4.439 -0.772 -0.226
H -0.878 -2.172 3.266
H 1.175 -3.307 0.228
*
```

LUMO energy (spin up / spin down) = 0.0916 / 0.0914 hartree
Gap between HOMO and LUMO (spin up / spin down) = 3.19 / 2.74 eV
Highest occupied orbital energy (spin up / spin down) = -0.694 / -0.251 eV
Electronic energy = -52663.06896 eV

=====

[2]
Molecular formula: C22H59N3O9
Method: DFT, ωB97M-V/def2-TZVPD

```
! wB97M-V def2-TZVPD RIJCOSX def2/J DEFGRID3
* xyz 0 1
O -3.071 -5.209 -1.761
O 2.327 -1.925 -3.510
O 2.890 1.291 0.074
O -3.165 4.808 8.524
O 2.875 -1.403 0.908
O 4.239 -6.229 -3.646
O 4.484 3.454 -1.194
O -1.608 5.749 3.206
O -2.455 1.056 -2.415
N -2.351 -2.253 -2.325
N -2.935 6.517 6.139
N 2.858 -4.309 -5.191
C -3.269 4.389 9.874
C 1.593 -3.607 -4.985
C 3.534 -1.204 2.131
C -1.413 0.114 -2.233
C -2.135 -5.999 -2.457
C -4.192 6.179 6.814
C 2.601 -0.585 -3.217
C -3.962 5.968 8.295
C 1.869 -2.124 -4.846
C -2.864 -3.246 -3.280
C -0.409 5.880 2.456
C 2.638 -5.764 -5.338
C 5.257 -7.016 -3.062
C -1.674 -1.176 -3.054
C -3.217 6.761 4.706
C 3.897 -6.512 -4.997
C 1.564 1.543 -0.347
C 1.066 2.938 -0.010
C 2.984 -2.105 3.243
C -1.941 6.945 3.893
C -3.605 0.942 -1.622
C -3.758 -4.291 -2.594
H -3.529 -2.697 -3.964
H 3.074 -2.279 0.565
H -4.287 -4.863 -3.365
H -0.460 0.536 -2.539
H 1.657 3.737 -0.464
H -2.693 3.468 9.947
H -3.434 6.818 8.739
H -2.237 7.615 3.066
H -2.061 -3.719 -3.836
H -4.683 5.307 6.369
H -4.375 1.517 -2.133
H -3.942 7.569 4.652
H 2.700 -1.848 -5.508
H 5.415 -6.614 -2.058
H 3.056 0.359 0.272
H -1.143 7.408 4.480
H -2.336 5.703 6.239
H 4.840 -8.011 -2.890
H -1.582 -6.601 -1.737
H 3.581 -0.161 2.448
H -4.015 -0.056 -1.422
H -0.476 6.604 1.643
H 3.288 -0.079 -3.906
H 1.644 -0.045 -3.200
H 3.336 -3.135 3.202
H -2.234 -0.865 -3.947
H 1.113 -3.894 -4.040
H 1.869 -6.099 -4.626
H 1.017 -1.451 -5.003
H 3.343 -1.715 4.207
H 4.681 -6.093 -5.644
H -0.248 4.893 2.017
H -3.395 1.360 -0.628
H 3.058 -0.477 -2.233
H -1.407 -0.037 -1.144
H 2.374 -5.928 -6.384
H 0.389 5.980 3.196
H 1.907 -2.036 3.401
H -2.897 5.144 10.572
H 3.359 -4.276 -4.300
H -0.685 -1.526 -3.367
H -2.634 -6.696 -3.139
H 3.909 -7.598 -5.100
H -4.315 4.163 10.108
H 3.930 4.171 -0.871
H -4.863 7.043 6.799
H -4.935 5.891 8.795
H -3.677 5.853 4.290
H 6.200 -6.886 -3.592
H -3.175 -1.780 -1.959
H 0.952 -3.820 -5.843
H 3.948 2.655 -1.064
H 1.439 1.533 -1.439
H 0.026 3.197 -0.193
H -4.518 -3.789 -1.998
H 0.999 0.759 0.160
H 4.613 -1.437 2.110
H -1.415 -5.376 -2.989
H 1.277 3.025 1.066
*
```

LUMO energy = 0.0187 hartree
Gap between HOMO and LUMO = 9.42 eV
Highest occupied orbital energy = -8.917 eV
Electronic energy = -46662.72256 eV

=====

[3]
Molecular formula: C6H14NOP
Method: DFT, ωB97M-V/def2-TZVPD

```
! wB97M-V def2-TZVPD RIJCOSX def2/J DEFGRID3
* xyz 0 1
P -1.679 0.686 0.055
O -0.511 1.931 0.332
N -0.797 -0.434 -0.711
C 0.749 1.495 0.824
C -1.856 0.126 1.856
C 1.453 0.381 0.054
C 2.150 0.921 -1.134
C -1.467 -1.432 -1.513
C 0.528 -0.821 -0.139
H 2.820 1.803 -0.931
H 1.490 2.417 0.629
H 0.914 -1.295 -0.976
H -2.022 -2.056 -0.818
H 2.228 0.035 0.853
H -2.133 -0.950 -2.273
H 0.461 -1.544 0.669
H -0.642 -2.128 -2.030
H -1.209 0.964 2.323
H 0.833 1.347 1.918
H 2.773 0.236 -1.665
H -1.479 -0.852 2.070
H -2.876 0.105 2.257
H 1.444 1.278 -1.856
*
```

LUMO energy = 0.0324 hartree
Gap between HOMO and LUMO = 9.15 eV
Highest occupied orbital energy = -8.265 eV
Electronic energy = -19274.34680 eV